1.
79
Properties=species:S:1:pos:R:3:forces:R:3 method="wB97M-V/def2-TZVPD" largest_force_ev_per_a=0.4 homo_lumo_gap_ev="6.49 / 6.48" s_squared=0.76 multiplicity=2
Ti 0.082942 0.301977 -0.022374 -0.0759 0.2578 -0.0059
C 3.441125 0.891984 -2.868451 0.0578 -0.0256 0.0109
C 2.920696 0.377489 -1.682553 0.0143 0.0504 -0.0505
N 1.708962 0.871756 -1.452194 -0.1535 -0.0723 -0.0381
N 1.419697 1.702066 -2.489751 -0.0491 0.0382 -0.1851
C 2.452153 1.723869 -3.350709 0.0104 -0.0269 0.0489
B 0.071360 2.484615 -2.496282 0.0039 0.0565 0.1560
N -1.144673 1.493239 -2.578084 -0.0133 0.0494 -0.1084
C -2.173356 1.568962 -3.442352 -0.0171 -0.1021 -0.0257
C -3.065061 0.556557 -3.155849 -0.0048 -0.0047 0.0304
C -2.495613 -0.111356 -2.071228 -0.0021 0.0112 -0.0942
N -1.342177 0.454451 -1.732595 0.1286 -0.0121 0.1498
N -0.014779 3.249798 -1.154635 -0.0544 -0.1075 -0.1055
C 0.194606 4.537801 -0.824454 0.0989 0.0305 0.1061
C 0.057572 4.659632 0.542905 -0.0389 0.0276 -0.1012
C -0.231171 3.364228 0.982254 0.0740 0.0396 0.0428
N -0.255084 2.524399 -0.044422 0.0031 -0.1744 0.1420
N -0.069975 3.457180 -3.657573 -0.0704 -0.1729 -0.0461
C -0.904742 4.527861 -3.719568 0.0303 0.0984 0.0063
C -1.030145 4.894597 -5.033673 -0.0546 -0.0154 -0.0184
C -0.256254 3.947283 -5.730159 0.0700 0.0011 0.0374
N 0.301385 3.079393 -4.907114 0.0716 0.0286 0.0218
H 4.397731 0.687088 -3.314667 0.0009 0.0013 -0.0065
H 3.363490 -0.318953 -0.988313 -0.0348 -0.0069 0.0244
H 2.405666 2.306506 -4.251625 -0.0630 0.0456 -0.0109
H -2.209479 2.318286 -4.214874 0.0534 0.0132 0.0103
H -3.987869 0.335366 -3.661188 -0.0091 0.0004 0.0015
H -2.861844 -0.966620 -1.525456 0.0247 -0.0034 0.0351
H 0.440140 5.273765 -1.570519 0.0056 -0.0108 0.0205
H 0.152926 5.555144 1.130407 -0.0088 0.0005 0.0112
H -0.395591 2.996567 1.982171 -0.0098 -0.0538 -0.0302
H -1.364445 4.937965 -2.836530 0.0106 -0.0098 -0.0277
H -1.592780 5.720479 -5.431835 -0.0222 -0.0068 -0.0017
H -0.079373 3.867567 -6.790817 -0.0001 -0.0045 -0.0091
C -2.622600 -1.973287 1.495653 0.0220 -0.0009 0.0632
C -2.618045 -1.058586 2.724417 -0.0556 0.0626 -0.0226
C -3.101965 0.351532 2.371695 -0.0303 -0.0433 0.0337
C -1.301017 -1.075839 3.482320 -0.0394 0.0179 -0.1420
C -1.287246 -1.672043 4.735754 0.0595 -0.0431 0.0921
C -0.136125 -1.731854 5.507229 -0.0124 0.0577 -0.1184
C 1.019624 -1.156314 5.005355 -0.0207 -0.0439 0.0579
C 1.058586 -0.544807 3.757377 0.0779 0.0444 -0.0817
C 2.379208 0.076999 3.326449 -0.0036 0.0469 -0.0244
C 3.055784 -0.665642 2.170937 -0.0691 -0.0118 0.0211
C 2.280399 1.574921 3.028568 0.0475 -0.0366 0.0466
C -0.109827 -0.512083 2.949778 -0.0661 -0.0172 0.3302
N -0.090230 0.021839 1.691544 0.1509 -0.1582 -0.1092
H -3.631281 -2.044786 1.080608 -0.0009 -0.0096 -0.0088
H -2.287470 -2.978142 1.763769 -0.0241 -0.0099 -0.0322
H -1.955696 -1.593211 0.721466 0.0253 0.0182 -0.0064
H -3.358974 -1.473464 3.416031 0.0145 -0.0158 0.0041
H -2.423552 0.840402 1.674200 0.0059 0.0069 0.0121
H -3.170695 0.965540 3.271650 0.0070 0.0180 -0.0158
H -4.094844 0.305418 1.917472 -0.0146 0.0032 -0.0021
H -2.206312 -2.100777 5.122050 -0.0198 0.0108 -0.0277
H -0.143161 -2.203917 6.480635 -0.0051 0.0024 0.0114
H 1.924808 -1.176214 5.603647 0.0113 0.0150 -0.0135
H 3.044873 -0.024487 4.189806 -0.0011 -0.0215 -0.0062
H 2.461294 -0.582107 1.257856 0.0235 0.0114 0.0137
H 3.172421 -1.726489 2.405505 0.0325 0.0124 -0.0219
H 4.044412 -0.245729 1.972364 0.0113 -0.0021 -0.0010
H 1.666889 1.759095 2.149274 -0.0024 0.0025 0.0083
H 3.275662 1.988429 2.848760 0.0074 0.0135 0.0025
H 1.840404 2.104426 3.875672 -0.0173 0.0219 -0.0169
N 0.163680 -6.937865 -0.048364 0.0095 0.0619 0.0041
C 0.364007 -6.141453 -1.133190 -0.0600 -0.1916 -0.0265
O 0.498911 -6.583649 -2.255195 0.0236 0.0541 0.0195
C 0.416560 -4.665356 -0.865539 0.0312 0.3530 0.0684
C 0.155422 -3.796172 -1.916651 -0.0062 -0.2193 -0.1134
C 0.184267 -2.436385 -1.694574 0.1072 0.1708 0.0690
N 0.463167 -1.895398 -0.497610 -0.1995 -0.0619 -0.0493
C 0.733704 -2.731851 0.511669 -0.0019 0.0028 0.0158
C 0.724542 -4.109010 0.368953 -0.0002 -0.1339 -0.0501
H 0.032864 -7.919750 -0.223770 0.0038 -0.0042 -0.0036
H -0.175613 -6.561944 0.818530 0.0048 -0.0057 0.0007
H -0.069661 -4.199299 -2.894367 0.0037 0.0357 -0.0039
H -0.032842 -1.739086 -2.494141 0.0184 0.0031 0.0099
H 0.944956 -2.274274 1.468337 -0.0296 -0.0118 -0.0112
H 0.974697 -4.728267 1.220188 0.0047 0.0548 0.0349

=====

2.
8
Properties=species:S:1:pos:R:3:forces:R:3 method="wB97M-V/def2-TZVPD" largest_force_ev_per_a=4.7 e_above_lowest_ev=5.298 homo_lumo_gap_ev="9.62 / 9.62"
C 1.083881 0.102584 0.082776 1.1055 -4.5974 0.0603
N 0.065706 0.981220 0.414701 -2.2284 0.1197 0.0703
N -1.413135 -0.200879 0.045013 3.7065 2.1355 0.7271
O -2.124657 -0.333601 0.953441 -1.5376 -0.0955 1.0332
O -1.214783 -0.745516 -0.964954 -0.8591 -0.8676 -1.7171
O 0.766192 1.048592 -0.806069 -1.2838 1.6772 -1.3446
H 2.070714 0.087219 0.480391 0.6098 0.6050 0.8621
H 0.766080 -0.939616 -0.205302 0.4871 1.0231 0.3086

=====

3.
85
Properties=species:S:1:pos:R:3:forces:R:3 method="wB97M-V/def2-TZVPD" largest_force_ev_per_a=9.4 total_charge=+2 homo_lumo_gap_ev="5.88 / 5.77" s_squared=8.77 multiplicity=6
Ru 0.179160 0.024026 -0.883308 -2.2231 2.6996 -2.0661
P 0.027152 -2.364135 -1.219845 0.1272 -4.1901 0.1577
P 0.183484 2.380054 -1.165347 0.3075 2.7856 0.1236
N 0.003517 0.005971 -3.127856 0.3164 0.0720 -2.2446
C 0.059105 -2.460647 -3.042907 -0.2279 -0.1664 -0.7800
H 0.673372 -3.312289 -3.354275 -0.2423 0.0485 0.0480
H -0.963618 -2.655545 -3.386870 0.1562 -0.0023 0.0870
C 0.573869 -1.218952 -3.744813 0.1403 0.0526 -0.0047
H 1.675308 -1.132548 -3.705208 -0.4655 -0.1200 0.0543
H 0.267689 -1.228473 -4.800679 0.3365 -0.1480 0.1569
C 0.715985 1.192255 -3.700601 -0.0436 -0.1694 0.2903
H 0.468584 1.243512 -4.778202 0.4600 0.0659 0.4050
H 1.811065 1.026808 -3.570429 -0.7477 0.2913 -0.0762
C 0.172256 2.429326 -2.999238 -0.3202 0.2224 -0.6064
H -0.889949 2.533209 -3.275669 0.3730 0.0558 -0.0865
H 0.708048 3.315211 -3.359762 -0.2821 -0.1069 0.1054
C 1.731949 3.341497 -0.789246 0.0380 -0.2099 0.0513
C 2.106988 3.319066 0.694684 0.2508 0.0130 0.2149
H 3.130953 3.704859 0.798146 -0.2362 -0.1080 0.0039
H 2.073168 2.314869 1.135245 0.0195 0.3120 -0.1661
H 1.452507 3.970652 1.285173 0.2367 -0.2231 -0.1586
C -1.272835 3.417704 -0.601652 -0.2000 -0.1158 -0.1401
C -1.062887 4.059732 0.776196 -0.0083 -0.0693 0.4133
H -2.025016 4.471503 1.122148 0.2609 -0.1628 -0.1773
H -0.361073 4.906907 0.737097 -0.2629 -0.3806 -0.0082
H -0.735759 3.326222 1.531361 -0.0500 0.4549 -0.3216
C -1.511414 -3.323310 -0.716759 -0.1985 0.0986 -0.1822
C -1.471230 -3.776574 0.746175 -0.0046 0.0711 0.3390
H -2.478237 -4.093614 1.060308 0.2712 0.0863 -0.2018
H -1.160154 -2.969566 1.422063 -0.0413 -0.3345 -0.1952
H -0.809697 -4.642258 0.890067 -0.1777 0.2471 -0.1087
C 1.516884 -3.461630 -0.815900 0.0311 0.3538 -0.0086
C 1.902936 -3.431122 0.663991 0.1013 -0.0423 0.1810
H 2.820267 -4.020952 0.815216 -0.2656 0.1972 -0.0646
H 1.122270 -3.869140 1.296823 0.2366 0.1614 -0.1315
H 2.111224 -2.414681 1.014790 -0.0666 -0.1051 -0.0489
C 2.019665 -0.072800 -0.702481 9.1226 -1.9551 1.4391
O 3.170559 -0.127799 -0.480590 -3.8886 0.9122 -0.9279
C -1.690072 4.485952 -1.622315 -0.0516 0.0503 -0.1429
H -0.872288 5.191831 -1.827109 -0.3333 -0.2361 0.0264
H -2.022034 4.040871 -2.569367 0.0114 0.2867 0.2476
H -2.528982 5.063670 -1.204417 0.2330 -0.2083 -0.1694
C -1.895077 -4.500284 -1.624894 0.0243 -0.0529 -0.1201
H -2.821704 -4.955310 -1.248066 0.2105 0.1635 -0.0659
H -2.086936 -4.187196 -2.655158 0.0010 -0.1406 0.1353
H -1.129120 -5.283898 -1.634814 -0.2493 0.2250 -0.0152
C 1.424480 -4.913086 -1.294716 0.1101 -0.2090 -0.0405
H 2.413399 -5.384163 -1.190197 -0.2414 0.1750 0.0028
H 0.728044 -5.501571 -0.683854 0.1679 0.1967 -0.1625
H 1.146066 -5.010827 -2.348334 -0.0359 -0.0330 0.1885
C 1.711214 4.781620 -1.314225 0.1699 0.1058 -0.0253
H 1.008177 5.409482 -0.752170 0.2484 -0.1908 -0.1688
H 2.715144 5.207866 -1.178378 -0.2608 -0.0768 -0.0387
H 1.472664 4.853162 -2.380493 0.0524 0.0671 0.2171
H 2.504296 2.773593 -1.339671 -0.1624 0.1386 0.0526
H 2.328700 -2.969344 -1.379799 -0.1583 -0.0641 0.0475
H -2.081935 2.671902 -0.508540 0.1617 0.2554 -0.0494
H -2.301452 -2.557486 -0.802282 0.1439 -0.1428 -0.0040
H -0.928853 0.098130 -3.526498 -0.3477 -0.1528 0.4385
H -1.162461 -0.639480 -0.056317 -1.6549 -1.0655 0.9879
C -3.438199 -0.368061 1.369221 -0.8258 -0.5247 -0.0656
C -2.960750 0.972308 1.806455 0.8808 0.6060 -0.4385
O -1.475307 1.154777 1.737728 0.2299 -0.0043 -0.4554
P -0.305820 0.089727 1.458175 -1.8496 -0.3087 5.4239
O -0.732544 -1.125467 2.426831 -0.1057 0.0028 0.4896
C -1.163716 -1.049245 3.927079 0.4090 0.1595 -0.8800
C -1.107789 0.318487 4.554943 0.0439 0.0002 0.2956
O 0.983754 0.669959 2.260315 0.2181 0.0162 0.1424
C 1.931745 -0.177289 3.046932 -0.2129 0.0148 -0.4708
C 3.301164 0.443738 2.930454 0.0641 0.0110 0.1112
H -3.098237 -0.620152 0.356294 -0.0360 0.0336 0.2685
H -4.534849 -0.282609 1.315834 0.2461 -0.2079 0.0822
H -3.177215 -1.178693 2.066130 -0.1318 0.3294 -0.3972
H -3.346065 1.765102 1.147055 0.1214 -0.2626 0.2901
H -3.254899 1.202746 2.829543 0.1048 0.0067 -0.0615
H -2.183314 -1.445309 3.964096 0.3388 -0.1336 -0.2615
H -0.466685 -1.704538 4.458865 -0.1961 -0.1340 -0.4804
H -1.833556 1.006652 4.130442 0.3004 0.0841 0.0717
H -1.370826 0.197622 5.616503 0.0841 -0.0847 -0.2485
H -0.091719 0.718066 4.517637 -0.3796 0.2409 0.0014
H 1.920928 -1.201584 2.633981 -0.1135 0.4715 0.2444
H 1.585908 -0.213933 4.088547 -0.0142 0.0848 -0.3835
H 3.300925 1.489899 3.270210 0.0034 -0.3665 -0.1053
H 3.987714 -0.132598 3.562089 -0.0553 0.1738 -0.1159
H 3.661965 0.387610 1.898444 0.0034 0.1083 0.2370

=====

4.
93
Properties=species:S:1:pos:R:3:forces:R:3 method="wB97M-V/def2-TZVPD" largest_force_ev_per_a=1.2 total_charge=-1 homo_lumo_gap_ev=7.81
Ca -0.032055 -0.164102 0.396959 0.2856 0.7880 -0.2568
C 3.768887 0.572280 3.172004 0.0626 0.0438 -0.0397
C 3.104619 0.133061 1.866336 -0.0627 -0.0546 -0.0020
C 2.932365 1.335403 0.926948 0.0099 -0.0317 0.0547
C 3.824317 -0.986526 1.133898 0.0988 0.1390 0.0891
C 5.204986 -1.119459 1.197491 0.0095 0.0197 -0.0113
C 5.867623 -2.100190 0.469996 -0.0954 -0.0362 -0.0060
C 5.141913 -2.950984 -0.345289 0.0470 0.0634 0.0236
C 3.754377 -2.850834 -0.445748 0.0005 -0.0636 -0.0432
C 3.029511 -3.753021 -1.437999 0.0264 0.0833 0.0464
C 3.529722 -3.509416 -2.865269 0.0705 -0.0175 -0.0067
C 3.146237 -5.230667 -1.061497 0.0521 -0.0486 0.0153
C 3.100719 -1.878782 0.325886 -0.3269 0.0110 -0.0269
N 1.681275 -1.741358 0.276816 0.2713 -0.7091 -0.0179
C 0.977365 -2.768046 0.657881 -0.0987 0.0018 -0.1213
C -0.445061 -2.907585 0.594642 0.1793 0.0455 -0.0950
C -1.148881 -4.037211 1.030135 -0.0746 -0.0266 0.0073
C -2.489493 -3.795743 0.751240 0.0410 0.0451 -0.0037
C -2.547050 -2.516947 0.158221 0.0639 -0.0129 0.0303
N -1.325907 -1.974723 0.049028 -0.1969 -0.9139 0.1071
C -3.789031 -1.751427 -0.242590 0.0584 0.0040 0.0522
C -3.512412 -0.861893 -1.455272 -0.0591 -0.0203 -0.0761
C -4.919335 -2.724964 -0.580773 -0.0680 -0.0296 -0.0162
C -4.223951 -0.873649 0.940325 -0.0606 0.0111 0.0143
H 3.093387 1.231991 3.724270 0.0483 -0.0590 -0.0659
H 4.691440 1.133509 2.989672 -0.0272 -0.0460 -0.0026
H 4.010732 -0.282937 3.808774 -0.0345 0.0219 -0.0256
H 2.106344 -0.221823 2.135205 0.0672 -0.0152 0.0433
H 3.909560 1.754250 0.670683 -0.0141 0.0088 0.0001
H 2.334032 2.119304 1.393098 0.0047 -0.0041 0.0271
H 2.455058 1.063966 -0.020319 0.0199 -0.0326 -0.0099
H 5.773425 -0.442970 1.825557 -0.0261 -0.0366 -0.0189
H 6.945509 -2.191662 0.532693 -0.0217 -0.0009 0.0048
H 5.661807 -3.703261 -0.930313 -0.0179 0.0400 0.0224
H 1.974194 -3.493811 -1.431998 -0.0876 0.0292 0.0204
H 4.583769 -3.781409 -2.970402 -0.0392 0.0063 0.0048
H 3.427035 -2.458308 -3.141827 -0.0039 -0.0335 0.0260
H 2.956604 -4.108605 -3.577784 0.0144 0.0167 0.0322
H 4.193283 -5.546557 -1.032692 -0.0448 0.0110 -0.0077
H 2.626627 -5.857114 -1.791446 0.0114 0.0320 0.0253
H 2.714955 -5.427922 -0.077011 0.0204 0.0253 -0.0402
H 1.491341 -3.636745 1.077046 0.0230 -0.0506 0.0168
H -0.712107 -4.918215 1.480038 -0.0199 0.0287 -0.0103
H -3.324082 -4.449147 0.956906 0.0390 0.0253 -0.0275
H -3.215757 -1.459789 -2.321068 -0.0076 0.0117 0.0274
H -2.720458 -0.139541 -1.261623 0.0020 0.0125 0.0324
H -4.414725 -0.299155 -1.714678 0.0395 -0.0323 -0.0020
H -4.606333 -3.446592 -1.339844 -0.0190 0.0463 0.0140
H -5.778810 -2.168727 -0.964044 -0.0019 -0.0278 0.0097
H -5.250436 -3.279282 0.301096 0.0445 0.0138 -0.0283
H -3.466103 -0.126363 1.180206 0.0249 -0.0096 0.0027
H -4.383286 -1.481048 1.834735 -0.0121 0.0142 -0.0422
H -5.154248 -0.344883 0.707553 0.0359 -0.0180 -0.0054
C -1.802358 -0.112111 6.239874 0.0227 -0.1069 0.0180
C -1.199919 -0.486930 4.881572 -0.0640 -0.0902 -0.0273
C 0.051455 -1.359724 5.071947 -0.0283 -0.0498 0.0387
C -2.237345 -1.307867 4.093582 -0.0468 -0.0408 0.0856
Si -0.738006 0.970623 3.765308 0.1036 -0.2277 -0.4114
O -0.209067 0.366607 2.372158 -0.2497 0.5762 1.0554
C -2.228197 2.095986 3.466589 -0.1371 0.2326 -0.1330
C -2.626931 2.377532 2.153739 -0.0446 0.0095 0.1495
C -3.671012 3.253588 1.873852 0.0440 -0.0399 0.1110
C -4.347770 3.871471 2.915992 0.0265 -0.0146 0.0070
C -3.959978 3.629346 4.229795 0.0333 -0.0414 -0.0638
C -2.907559 2.763221 4.496596 0.0306 -0.0419 -0.1317
C 0.553438 2.109946 4.533913 0.1378 0.1557 0.0711
C 1.175075 1.967769 5.779177 0.0455 0.0870 -0.1368
C 2.160479 2.855501 6.204665 -0.0586 0.0049 -0.1021
C 2.542198 3.910013 5.385817 -0.0290 -0.0041 -0.0258
C 1.929390 4.082124 4.148137 -0.0269 -0.0663 0.0525
C 0.945410 3.194764 3.732430 0.0419 0.0044 0.1068
H -2.010226 -1.025270 6.815314 0.0034 0.0507 -0.0054
H -2.749378 0.421461 6.126596 0.0307 -0.0249 -0.0308
H -1.139068 0.513116 6.843955 -0.0117 -0.0236 -0.0377
H -0.213616 -2.276697 5.616248 0.0234 0.0306 -0.0156
H 0.840309 -0.853474 5.636054 -0.0611 -0.0238 -0.0224
H 0.475660 -1.653791 4.106784 -0.0615 0.0360 0.0393
H -2.500321 -2.213809 4.657523 -0.0089 0.0340 -0.0285
H -1.858004 -1.622231 3.116455 0.0304 0.0223 0.0641
H -3.158903 -0.738992 3.925713 0.0730 -0.0143 0.0356
H -2.097058 1.926224 1.321654 0.0224 -0.0214 0.0173
H -3.941383 3.458971 0.843740 0.0108 -0.0182 0.0488
H -5.162055 4.555234 2.706603 0.0025 -0.0037 0.0081
H -4.470186 4.127332 5.046460 0.0019 0.0000 -0.0121
H -2.598563 2.624691 5.528180 0.0029 -0.0258 -0.0309
H 0.905808 1.146687 6.432327 -0.0096 0.0104 -0.0093
H 2.631643 2.718951 7.172205 -0.0120 0.0064 -0.0335
H 3.312666 4.598936 5.712222 -0.0055 -0.0041 -0.0053
H 2.212581 4.904441 3.500428 0.0097 -0.0311 0.0364
H 0.481359 3.358486 2.761837 0.0243 -0.0596 0.0486
Se -0.353983 1.775667 -1.575521 -0.0777 0.6530 -0.4691
C 0.189818 3.188058 -0.528671 0.0147 -0.0477 0.1439
N 0.531090 4.065146 0.147991 -0.0550 -0.1607 -0.1457